No. 1
Here is a structure of composition C42H50BrN6O2RuS2Si from the OMol25 dataset. Energies are from ωB97M-V with the def2-TZVPD basis set.

Summary:
Highest occupied orbital energy (alpha / beta) ... -7.3 / -7.5 eV
HOMO-LUMO gap (alpha / beta) ... 6.2 / 6.1 eV
Multiplicity ... 2

Element x y z (Å)
C  -1.953528  -3.547737  -2.511525
C  -2.260031  -5.673252  0.472117
H  -1.740113  7.245449  1.982733
C  2.984340  4.672189  -0.992814
S  0.793157  2.381718  -2.997783
H  -0.834012  7.890171  -1.749703
N  3.426302  -1.910223  -6.509462
C  -4.514849  -0.256744  3.115681
C  -1.011862  7.627918  1.266844
H  3.278360  5.712221  -0.855763
C  -1.864100  -4.236365  0.858012
N  -0.665452  2.409900  2.080395
H  -1.402041  5.923189  -3.818499
C  -1.552421  -4.205433  2.362958
H  -2.635865  -5.734794  -0.549811
C  1.325586  3.528869  2.053706
H  -3.063834  -6.013979  1.134535
H  0.811255  -5.616563  -2.251086
H  1.464102  -3.168307  -2.672105
C  -1.686891  1.703239  1.560415
O  1.921946  4.337949  -0.082454
H  -3.428212  -3.267633  -0.362162
H  2.646209  -3.961015  2.210495
C  -3.187241  0.679008  4.868719
H  1.836452  -2.480590  1.686893
C  -0.865255  6.705837  0.103600
C  2.976684  -0.749905  -4.234440
N  -0.645809  4.717331  -0.920727
C  -2.575293  1.109796  2.566093
H  -1.514443  1.859640  4.278059
Br  -0.327316  -1.388883  0.109495
Ru  0.453786  2.792425  -0.687116
H  2.258753  -6.123274  1.127711
H  3.682632  -0.969840  -0.930762
H  1.721644  0.722406  -5.128220
H  -0.848558  4.850070  1.110782
C  -3.120146  0.705761  -0.178673
H  0.960281  -3.676538  2.639961
C  -0.653579  5.671796  -1.851464
C  -3.923731  0.173727  0.755330
N  5.045787  -3.349386  -3.038739
H  -1.346049  8.606093  0.929111
C  2.462447  -3.997647  -0.444108
H  3.831202  4.004218  -0.838110
H  -4.779526  -0.420098  0.452122
H  -0.753033  4.312274  -3.498419
C  3.254300  -0.598461  -1.852934
C  -1.957881  1.475220  0.174631
C  -4.280578  -0.097506  4.455624
H  -0.383365  -5.455097  -3.530745
H  4.049833  5.372073  1.203709
C  0.411775  -2.961546  -2.851859
C  -0.526574  -3.884886  -2.053264
H  3.414015  -4.272052  0.023716
H  -1.243904  -3.209155  2.689090
C  3.234248  -1.403157  -5.496343
H  0.341756  5.671622  -3.753256
C  1.318300  -4.269253  0.542237
C  2.688546  3.991154  3.978786
H  -1.996207  -3.609524  -3.604357
C  2.150309  0.357519  -4.203431
H  -2.876020  -2.311280  1.012409
C  -2.355216  1.267277  3.947304
C  3.545399  -1.235986  -3.045927
C  1.846342  1.003583  -3.000097
H  -3.912910  -3.718604  1.272650
N  0.246610  2.916279  1.366275
S  2.023497  1.236899  -0.284242
H  2.575120  4.523521  -1.987680
C  2.399249  0.497490  -1.821382
H  4.454016  5.160487  3.623249
H  0.563588  -6.047219  1.596253
C  -0.609521  5.371539  -3.312176
H  -5.351835  -0.851874  2.767719
C  1.267735  -5.785094  0.806296
H  2.514334  -2.940580  -0.709307
H  -2.461629  -4.466402  2.916563
C  -3.086358  -3.324199  0.668448
C  -3.675346  0.343069  2.158157
C  1.696570  -3.550509  1.848522
H  -2.993823  0.813996  5.925409
C  4.388933  -2.405866  -3.044006
H  0.230562  -1.906905  -2.636052
H  -3.296063  0.561290  -1.236312
H  -1.433051  -6.378141  0.570883
C  -0.223818  -5.339985  -2.453159
C  1.572531  3.398500  3.410521
H  -4.927702  -0.562666  5.187237
H  -0.872364  -6.057639  -1.947219
H  -2.694633  -4.243627  -2.118504
O  -1.296188  1.943051  -0.821946
H  0.886702  2.808777  4.002790
H  2.379962  -4.577615  -1.362356
C  -0.779603  6.937472  -1.249579
H  0.228266  -3.118608  -3.921195
H  -2.240087  -2.531862  -2.227370
C  3.575142  4.705542  3.186929
H  1.003309  -6.355025  -0.086858
H  2.876510  3.876651  5.037689
C  3.351332  4.827591  1.821704
H  -0.060576  7.753433  1.786301
Si  -0.346783  -3.637730  -0.160126
H  -0.781430  -4.920068  2.648595
C  2.228762  4.241287  1.263608
N  -0.781786  5.377818  0.256570

Cartesian forces, eV/Å:
C -0.002 0.007 -0.008
C -0.003 0.054 0.027
H 0.000 0.007 -0.005
C 0.059 0.088 -0.018
S 0.104 0.182 0.066
H 0.005 -0.024 0.012
N -0.008 0.003 0.009
C -0.027 -0.016 -0.142
C -0.009 -0.026 -0.035
H -0.018 0.011 0.030
C -0.043 -0.033 0.013
N 0.382 -0.047 0.338
H 0.020 0.018 -0.002
C -0.026 -0.008 -0.004
H 0.007 0.003 0.000
C 0.020 0.069 -0.130
H 0.017 0.009 -0.010
H -0.018 -0.003 -0.011
H -0.003 -0.003 0.000
C -0.374 -0.273 -0.093
O 0.265 -0.290 -0.207
H -0.004 0.005 -0.042
H -0.024 0.003 -0.015
C -0.079 -0.052 -0.027
H -0.003 -0.015 0.001
C -0.026 0.049 0.092
C 0.031 -0.116 -0.290
N 0.115 0.221 0.167
C 0.173 0.116 -0.094
H -0.011 -0.014 0.006
Br 0.075 -0.112 0.051
Ru 0.017 0.612 0.573
H -0.012 0.009 -0.010
H 0.002 0.015 0.008
H -0.005 0.007 0.031
H 0.041 -0.010 0.002
C 0.111 0.122 -0.102
H 0.025 0.007 -0.012
C -0.105 -0.101 -0.125
C -0.137 -0.090 0.164
N 0.002 0.009 0.049
H 0.001 -0.002 0.001
C 0.007 -0.015 0.006
H -0.007 -0.032 0.018
H 0.005 0.015 0.031
H -0.035 -0.002 -0.009
C 0.040 -0.051 0.043
C -0.121 0.251 0.275
C 0.089 0.063 0.076
H -0.005 0.004 0.020
H 0.006 -0.003 0.011
C -0.009 -0.008 -0.027
C 0.004 -0.011 -0.086
H -0.018 0.014 -0.002
H -0.009 -0.015 -0.003
C -0.035 0.114 0.220
H 0.013 -0.021 0.010
C 0.062 -0.030 0.052
C 0.018 0.001 -0.012
H 0.001 0.001 0.023
C -0.013 0.010 -0.101
H -0.007 -0.011 -0.005
C 0.064 0.047 -0.023
C 0.196 -0.231 0.065
C -0.089 -0.107 -0.114
H 0.024 0.007 -0.025
N -0.311 -0.079 -0.517
S -0.182 -0.009 -0.049
H -0.017 -0.016 0.006
C 0.026 0.038 0.140
H -0.003 -0.004 0.000
H 0.020 -0.008 -0.017
C 0.022 0.030 0.064
H 0.012 0.008 0.012
C 0.019 0.031 -0.007
H 0.008 -0.006 0.006
H 0.018 0.003 -0.016
C -0.012 -0.025 0.042
C -0.101 -0.090 -0.037
C 0.030 -0.019 0.017
H 0.003 0.001 -0.006
C -0.184 0.217 -0.075
H 0.002 -0.010 0.001
H 0.030 0.025 0.003
H -0.012 -0.002 -0.002
C -0.014 0.025 -0.001
C -0.118 -0.030 0.163
H 0.004 0.002 -0.002
H 0.006 -0.002 0.001
H -0.013 0.006 0.009
O 0.195 -0.518 -0.209
H 0.011 0.019 0.006
H 0.018 0.013 0.009
C -0.052 -0.010 -0.117
H 0.003 -0.007 0.030
H 0.004 -0.016 0.000
C -0.052 -0.034 -0.016
H 0.004 0.004 0.013
H -0.009 -0.001 -0.007
C -0.025 0.016 -0.035
H 0.002 -0.008 -0.002
Si -0.072 0.003 -0.028
H -0.018 0.021 0.016
C 0.126 0.130 -0.092
N -0.079 -0.071 -0.005

Here are the Mulliken charges for atoms 1 to 2, given in e: -2.088 -1.856

No. 2
Here is a structure of composition C42H50BrN9OSn at a distorted geometry from the OMol25 dataset. Energies are from ωB97M-V with the def2-TZVPD basis set.

Summary:
Total charge ... +2
Highest occupied orbital energy (alpha / beta) ... -12.0 / -11.9 eV
HOMO-LUMO gap (alpha / beta) ... 2.4 / 2.3 eV

Element x y z (Å)
H  -4.173632  -2.359717  -2.912193
C  -2.954083  0.398674  -0.583162
H  -2.275662  1.741022  3.802720
C  1.873820  5.835195  1.413546
Br  -7.475156  -5.272950  3.496623
H  -2.730624  -4.578984  -1.040868
H  2.141459  6.903942  1.517962
C  -1.854049  -3.953360  -1.071785
C  4.208832  1.553454  -3.168958
N  -0.415115  -2.310563  -1.813436
C  3.395561  -3.354646  2.472336
H  2.122202  5.315680  2.329938
H  -3.917725  -4.218769  -2.765867
C  -0.781328  -3.856564  -0.216019
H  1.115201  0.913517  1.160897
C  -1.673303  -4.128970  -4.462119
C  3.128422  -0.555113  -3.719895
H  2.628451  -3.672933  3.190151
C  0.379806  6.365610  -0.362725
H  -0.621643  -4.416991  0.694031
N  -4.321534  -0.214253  3.959421
C  5.517549  -0.234858  -1.212649
H  -0.612805  6.305651  -0.765277
C  -1.883391  -1.700355  -4.279274
H  -2.023808  -5.131251  -4.107662
C  0.950131  4.418633  -1.424674
H  3.608490  0.201392  2.907367
H  -2.670159  -1.681683  -5.085286
H  -5.089979  0.228402  -1.257086
C  3.969683  -1.474397  0.801902
C  3.382796  -1.054818  -0.439574
H  2.943554  6.913380  -0.871339
H  0.551537  7.467738  -0.200158
N  -4.862879  0.514328  3.075199
H  1.509822  3.918248  -2.204588
C  2.476275  3.841120  0.330270
C  -2.162178  0.523955  0.578667
N  2.042404  -1.386046  -0.721516
H  4.321291  -3.400921  3.027351
C  -1.491222  -3.083415  -2.157319
C  3.462569  0.364069  -2.554144
C  6.100864  -0.770894  -0.064073
O  -2.342133  0.092391  -1.734615
C  -2.176880  -3.002732  -3.496341
C  4.140108  -0.292764  -1.389071
H  2.130482  -3.282383  0.153443
H  -8.247562  -2.531832  3.243798
H  6.215272  0.131046  -1.942997
H  -0.540631  -4.023821  -4.507758
N  1.288222  5.775009  -1.331360
C  5.353249  -1.306166  0.930972
H  -0.843965  4.130797  0.439085
N  2.856899  5.216756  0.430994
H  0.179526  1.375251  3.518113
H  5.887071  -1.683982  1.868144
Sn  -0.041948  -0.146596  -1.737285
H  2.651901  -1.459096  -3.261094
N  1.119598  3.666255  -0.212967
C  3.603682  -0.913183  3.151721
H  -4.841463  -4.693714  4.781626
C  0.167681  -2.878676  -0.686033
H  -4.272288  -3.402919  -4.289698
H  2.472712  0.805867  -2.255138
H  -2.155164  -0.813651  -3.620602
C  -3.713386  -3.256910  -3.321503
C  -5.295702  -3.729913  4.495173
C  -2.730051  0.761680  1.885590
H  2.911646  -1.063914  3.979271
H  2.095247  -1.693818  1.885865
H  -0.898742  -1.581674  -4.743686
C  -6.528384  -3.707818  3.872920
C  1.517601  -2.547699  -0.351575
H  -6.922026  -0.359107  3.378468
H  2.382459  -0.057325  -4.394396
H  3.255635  3.355295  -0.290102
H  -3.676569  -2.390404  5.254459
C  3.198004  -1.845063  2.019811
H  3.609100  -4.093449  1.727996
C  -4.175732  0.816730  1.925722
H  4.674605  2.213542  -2.420807
H  -0.042245  4.245131  -1.811079
H  4.627597  -1.122254  3.523871
C  -4.936127  0.813693  0.744318
C  -5.179523  -1.354419  4.192163
C  0.026453  0.876449  1.392788
H  0.364838  3.799929  1.764867
C  -4.370269  0.410258  -0.470249
H  2.563002  3.345048  1.310690
C  -0.479761  1.251532  2.674113
N  -0.763510  0.381389  0.443013
N  0.460260  5.702491  1.023271
H  3.497817  2.192866  -3.776737
H  -6.048060  0.772598  0.853271
H  5.085319  1.242627  -3.814503
H  3.353865  5.315574  -1.592056
C  -4.684812  -2.463816  4.758852
C  -7.201930  -2.499465  3.631924
C  2.708717  5.841548  -0.873630
C  -1.842883  1.260560  2.915837
C  0.188982  4.284469  0.775099
H  -2.133756  -3.873138  -5.430325
H  4.032639  -0.834846  -4.287735
H  7.157242  -0.751945  0.062699
C  -6.532372  -1.329852  3.736655

Cartesian forces, eV/Å:
H -0.168 -0.221 0.640
C 0.979 -2.370 -4.003
H 0.315 -0.733 -0.121
C 1.177 0.392 -0.792
Br 0.262 -0.071 0.014
H 0.225 -0.098 0.160
H -0.297 -0.518 -0.013
C 1.523 0.571 -0.629
C 0.906 0.915 -0.436
N 0.494 -0.490 -0.299
C 0.353 1.336 0.867
H -0.488 0.021 0.495
H 0.167 1.332 -0.251
C 0.723 -0.486 0.996
H -0.898 -0.171 0.310
C 0.873 0.040 0.826
C -0.978 -0.993 0.245
H -0.003 0.033 -0.453
C 0.647 1.514 1.480
H -0.063 -0.142 -0.046
N -0.543 -1.704 0.038
C -0.207 -0.444 0.473
H -0.663 -0.353 0.032
C -2.157 1.118 0.651
H 0.601 0.731 -0.445
C 0.026 -1.958 -1.754
H -0.214 -1.443 -0.038
H 0.978 0.110 0.504
H 0.600 -0.072 -0.441
C 0.577 0.638 -1.124
C -0.077 -0.305 0.849
H 0.343 -0.345 0.331
H 0.233 -1.107 -0.270
N -0.695 -0.273 -1.543
H 0.842 0.038 -0.257
C 0.946 -0.895 -0.643
C 2.131 -0.357 3.268
N -0.889 -0.826 -0.215
H 0.390 0.196 0.450
C -1.111 1.116 0.066
C -0.693 1.313 -0.990
C 0.059 0.276 -0.853
O -1.525 0.622 3.218
C -0.213 -0.348 -0.747
C -0.030 -0.363 0.129
H -0.026 -0.137 0.268
H 1.023 0.060 0.457
H -0.276 0.520 -0.387
H -1.404 -0.611 -0.218
N 0.663 1.051 0.273
C -0.259 -1.380 2.080
H 0.153 0.134 0.085
N -0.896 1.245 1.052
H 0.338 0.728 -0.203
H -0.936 0.669 -1.389
Sn 0.220 0.691 -0.854
H 0.313 0.353 -0.856
N -0.635 -0.507 1.739
C 0.525 1.188 0.688
H -0.182 0.817 -0.080
C -1.384 -0.232 -0.708
H 1.052 0.146 0.583
H 0.818 -0.492 0.366
H 0.555 -0.942 -0.987
C -0.229 -0.468 -0.701
C 0.803 0.847 0.674
C 1.321 1.326 -1.949
H 0.075 0.053 0.210
H 0.859 -0.068 -0.248
H -0.113 -0.301 0.315
C -0.539 -0.286 0.531
C 0.406 1.393 0.056
H -0.035 -0.863 0.490
H 0.767 -0.467 0.443
H -0.649 -0.077 -0.160
H -1.166 -0.310 -0.551
C -1.109 -1.185 0.392
H -0.613 -0.269 -0.940
C 1.011 0.225 2.121
H -0.348 -0.116 -0.018
H -0.872 0.374 0.264
H -0.633 0.014 -0.178
C -0.958 -1.287 -1.002
C -1.247 3.954 -0.514
C -0.042 -1.027 0.415
H -0.362 -0.057 -0.633
C -0.902 1.823 1.645
H -0.280 0.246 -0.118
C -0.532 -0.500 -0.358
N -1.418 1.539 -0.029
N 0.422 0.244 -2.066
H 0.879 -0.863 0.529
H 1.131 0.287 -0.082
H -1.137 0.176 0.464
H -0.250 0.222 0.061
C 2.704 -3.383 0.843
C -1.385 0.054 -0.981
C -0.847 0.591 -0.235
C -0.591 -0.565 -1.131
C 0.764 -0.468 1.126
H 0.383 -0.438 0.278
H -0.486 0.000 0.227
H 0.695 0.131 -0.092
C 0.399 0.969 -0.686

Here are the Mulliken charges for atoms 1 to 2, given in e: 0.216 0.373